# 1
Below is a single C5H9NO2S2 molecule in a non-equilibrium geometry, with properties calculated with ωB97M-V with the def2-TZVPD basis set.

## Properties
**DFT total energy**: -1197.38720 Ha
**Frontier orbital gap (alpha / beta)**: 0.30595 / 0.30591 Eh
**LUMO (alpha / beta)**: 0.404 / 0.403 eV
**E_HOMO (alpha / beta)**: -7.92 / -7.92 eV
**F_max**: 4.52 eV/Å
**Energy above the lowest of the compared OMol25 structures with the same formula, charge and spin**: 82.93 kcal per mole

ORCA input file:
```
! wB97M-V def2-TZVPD RIJCOSX def2/J DEFGRID3
* xyz 0 1
C -0.4927 -1.8222 -1.2161
C -0.3086 0.6085 -1.2607
C 0.9676 1.4171 -0.9798
C 1.0396 1.2021 1.3157
C -0.4936 -0.4382 0.8263
N -0.3018 -0.5838 -0.5597
O -0.7522 -2.8616 -0.6220
O 0.8363 2.1264 0.2100
S -2.1476 0.1300 1.2586
S 0.2651 -1.7133 1.9144
H -0.1944 -2.0090 -2.2262
H -1.2160 1.1224 -0.9934
H -0.4061 0.5328 -2.2989
H 1.7552 0.6203 -1.1369
H 1.1150 2.1605 -1.7177
H 0.6159 1.5773 2.2941
H 1.8374 0.4717 1.3267
H -1.7982 0.1555 2.6097
H -0.3208 -2.6967 1.2561
*
```



# 2
Below is a molecular structure, H26O13Xe in a non-equilibrium geometry, with properties calculated with ωB97M-V with the def2-TZVPD basis set.

## Properties
**DFT total energy**: -1323.06626 Ha
**Frontier orbital gap**: 0.34531 Eh
**LUMO**: -0.674 eV
**E_HOMO**: -10.07 eV
**F_max**: 1.12 eV/Å
**Energy above the lowest of the compared OMol25 structures with the same formula, charge and spin**: 27.75 kcal per mole

ORCA input file:
```
! wB97M-V def2-TZVPD RIJCOSX def2/J DEFGRID3
* xyz 0 1
Xe 0.6056 0.0055 -0.0279
O 2.9376 -1.4943 2.5495
H 3.1918 -1.7750 3.4286
H 2.0328 -1.7919 2.4548
O 0.6057 -2.5112 3.2236
H 0.2298 -3.1402 3.8394
H 0.1104 -1.7055 3.3711
O 2.7563 -1.2686 -2.8555
H 2.2847 -2.0822 -3.0344
H 3.4831 -1.5316 -2.2908
O -0.7299 3.9158 1.2808
H -1.2408 4.7248 1.3063
H -1.3766 3.2286 1.1197
O 4.9448 -0.0160 0.4238
H 4.2120 -0.1674 1.0208
H 5.6644 -0.5282 0.7925
O -2.9919 2.0763 0.9994
H -2.8404 2.2059 0.0632
H -2.9754 1.1264 1.1159
O -2.2685 -2.4416 -0.1321
H -2.5137 -3.2626 0.2944
H -2.1539 -1.8218 0.5883
O -2.4349 2.2649 -1.7149
H -1.8350 1.7521 -2.2565
H -2.1648 3.1730 -1.8515
O -2.4108 -1.7286 -2.9884
H -3.3261 -1.4485 -2.9911
H -2.1874 -1.8098 -2.0612
O 1.8235 1.2171 -4.0597
H 1.8659 0.6217 -3.3114
H 0.9234 1.5428 -4.0566
O -2.6211 -0.5340 1.8870
H -3.3969 -0.8726 2.3339
H -1.9556 -0.4755 2.5725
O -0.8644 0.7083 -3.4283
H -1.1844 0.9074 -4.3082
H -1.0759 -0.2163 -3.2995
O 2.1586 1.3354 3.1022
H 2.4535 0.4613 2.8468
H 2.2648 1.3562 4.0533
*
```



# 3
Below is a molecular structure, C49H44CoN4O8P2, with properties calculated with ωB97M-V with the def2-TZVPD basis set.

## Properties
**DFT total energy**: -4780.02021 Ha
**Frontier orbital gap (alpha / beta)**: 0.29539 / 0.29479 Eh
**LUMO (alpha / beta)**: 0.189 / 0.096 eV
**E_HOMO (alpha / beta)**: -7.85 / -7.93 eV
**F_max**: 0.81 eV/Å
**Energy above the lowest of the compared OMol25 structures with the same formula, charge and spin**: 1.70 kcal per mole

ORCA input file:
```
! wB97M-V def2-TZVPD RIJCOSX def2/J DEFGRID3
* xyz 0 4
Co 0.0693 0.1863 0.1658
C 5.3194 0.2697 5.4447
C 4.4424 -0.5330 4.4782
C 4.7365 -2.0365 4.6548
C 2.9653 -0.2930 4.7694
C 2.4739 -0.1966 6.0649
C 1.1187 -0.0418 6.3241
C 0.2260 0.0392 5.2721
C 0.6737 -0.0498 3.9569
P -0.5268 0.1837 2.5788
C -1.2984 1.7515 3.1344
C -2.5441 1.9007 3.7363
C -2.9928 3.1627 4.1141
C -2.2027 4.2793 3.8943
C -0.9547 4.1368 3.2988
C -0.5085 2.8820 2.9204
C -1.7207 -1.1654 2.9508
C -3.0721 -1.0971 2.6077
C -3.9169 -2.1842 2.7919
C -3.4206 -3.3749 3.2990
C -2.0743 -3.4692 3.6250
C -1.2356 -2.3739 3.4592
C 2.0356 -0.2382 3.7337
O 2.4196 -0.3830 2.4294
C 3.7313 -0.1363 2.0814
C 3.9581 0.1005 0.7292
C 5.2644 0.3435 0.3215
C 6.2996 0.3427 1.2425
C 6.0338 0.0936 2.5806
C 4.7415 -0.1527 3.0336
P 2.5356 0.0847 -0.4421
C 3.0442 1.4168 -1.5747
C 3.5202 1.2329 -2.8687
C 3.8367 2.3337 -3.6570
C 3.6898 3.6196 -3.1554
C 3.2382 3.8054 -1.8544
C 2.9142 2.7099 -1.0707
C 2.8419 -1.5138 -1.3048
C 3.5196 -2.5344 -0.6290
C 3.6545 -3.7992 -1.1895
C 3.1215 -4.0644 -2.4424
C 2.4416 -3.0616 -3.1208
C 2.2891 -1.8016 -2.5567
H 5.1315 -0.0213 6.4777
H 5.1331 1.3405 5.3456
H 6.3760 0.0832 5.2573
H 4.5143 -2.3506 5.6777
H 5.7879 -2.2453 4.4429
H 4.1253 -2.6321 3.9728
H 3.1601 -0.2481 6.9006
H 0.7667 0.0299 7.3455
H -0.8304 0.1912 5.4653
H -3.1654 1.0453 3.9555
H -3.9642 3.2661 4.5812
H -2.5601 5.2620 4.1748
H -0.3377 5.0040 3.1012
H 0.4475 2.7886 2.4161
H -3.4898 -0.1880 2.1966
H -4.9644 -2.0984 2.5308
H -4.0786 -4.2228 3.4439
H -1.6734 -4.3962 4.0164
H -0.1907 -2.4609 3.7366
H 5.4659 0.5421 -0.7248
H 7.3154 0.5356 0.9208
H 6.8580 0.0852 3.2822
H 3.6480 0.2375 -3.2739
H 4.1947 2.1821 -4.6677
H 3.9197 4.4753 -3.7785
H 3.1209 4.8053 -1.4523
H 2.5334 2.8680 -0.0681
H 3.9550 -2.3451 0.3450
H 4.1876 -4.5710 -0.6476
H 3.2340 -5.0459 -2.8864
H 2.0087 -3.2592 -4.0940
H 1.7053 -1.0539 -3.0782
O -0.6844 0.6115 -3.8508
C -0.2648 0.9631 -2.7532
O 0.2119 0.1460 -1.8757
C -0.2777 2.4373 -2.3916
C -0.4326 3.3214 -3.4415
C -0.4248 4.6913 -3.2351
C -0.2461 5.2142 -1.9720
C -0.0631 4.3449 -0.9286
C -0.1136 2.9238 -1.0524
O -0.0816 2.1876 -0.0034
N 0.2279 4.9654 0.3717
O -0.4063 5.9553 0.6869
O 1.1541 4.5218 1.0294
N -0.5807 5.6076 -4.3637
O -0.6007 6.8037 -4.1266
O -0.6775 5.1320 -5.4786
H -0.5597 2.9191 -4.4368
H -0.2319 6.2824 -1.8091
N -2.1340 0.1409 -0.4005
C -2.6626 -0.9298 -1.2754
C -2.2638 -2.3242 -0.8147
C -0.7783 -2.6278 -0.9621
N 0.0138 -2.0491 0.1490
H -2.7205 0.2450 0.4175
H -2.1833 1.0293 -0.8899
H -2.2567 -0.7575 -2.2732
H -3.7509 -0.8641 -1.3467
H -2.8188 -3.0414 -1.4243
H -2.5770 -2.4877 0.2236
H -0.4031 -2.1860 -1.8847
H -0.6244 -3.7079 -1.0136
H 0.9885 -2.3022 0.0138
H -0.2777 -2.4671 1.0267
*
```



# 4
Below is a single C4H5N3 molecule in a non-equilibrium geometry, with properties calculated with ωB97M-V with the def2-TZVPD basis set.

## Properties
**SMILES**: [H]/N=C1\C=C(N)C=N1
**DFT total energy**: -319.58586 Ha
**Frontier orbital gap**: 0.31603 Eh
**LUMO**: -0.295 eV
**E_HOMO**: -8.89 eV
**F_max**: 9.83 eV/Å
**Energy above the lowest of the compared OMol25 structures with the same formula, charge and spin**: 79.29 kcal per mole

ORCA input file:
```
! wB97M-V def2-TZVPD RIJCOSX def2/J DEFGRID3
* xyz 0 1
H -1.6844 -2.4913 0.8952
N -0.7132 -2.5880 0.9718
C -0.2354 -1.5352 0.3721
C -0.8741 -0.3075 -0.0967
C 0.0793 0.6740 -0.2489
N 0.3165 2.1007 -0.3071
C 1.3259 -0.1007 -0.2696
N 1.2671 -1.2372 0.2338
H -1.9429 -0.0612 -0.1125
H 0.9747 2.7313 -0.0161
H -0.6832 2.5276 -0.5515
H 2.1695 0.2876 -0.8706
*
```



# 5
Below is a molecular structure, C32H28BrN3Pd, with properties calculated with ωB97M-V with the def2-TZVPD basis set.

## Properties
**DFT total energy**: -4101.71566 Ha
**Frontier orbital gap (alpha / beta)**: 0.25519 / 0.16420 Eh
**LUMO (alpha / beta)**: -6.024 / -8.837 eV
**E_HOMO (alpha / beta)**: -12.97 / -13.30 eV
**F_max**: 0.93 eV/Å

ORCA input file:
```
! wB97M-V def2-TZVPD RIJCOSX def2/J DEFGRID3
* xyz 2 5
Pd 1.2834 -0.0645 0.9800
C -3.3645 -0.6883 -4.3949
C -4.0094 0.2819 -3.4400
C -5.1449 0.9980 -3.7978
C -5.7535 1.8890 -2.9237
C -5.2424 2.0583 -1.6496
C -4.1159 1.3444 -1.2595
C -3.4933 0.4881 -2.1615
N -2.3307 -0.2626 -1.7847
C -1.3286 0.1216 -0.9674
N -1.1812 1.5335 -0.9069
C -0.5087 2.3027 -0.0514
C 0.2362 1.7661 1.0508
C 0.7540 2.6528 1.9600
C 0.6170 4.0379 1.7701
C -0.0500 4.5620 0.6441
C -0.6195 3.7388 -0.2801
C -1.3622 4.2696 -1.4700
N -0.4891 -0.6359 -0.3808
C -0.7056 -2.0572 -0.3059
C -1.9303 -2.5845 0.0935
C -2.0881 -3.9545 0.2359
C -1.0215 -4.8010 -0.0205
C 0.2018 -4.2688 -0.3952
C 0.3813 -2.8970 -0.5371
C 1.7247 -2.3330 -0.9119
H -3.8479 -0.6462 -5.3678
H -3.4511 -1.7209 -4.0429
H -2.3042 -0.4711 -4.5387
H -5.5573 0.8544 -4.7889
H -6.6357 2.4328 -3.2331
H -5.7338 2.7147 -0.9436
H -3.7663 1.4174 -0.2359
H -2.2691 -1.2141 -2.1174
H -1.7442 2.0208 -1.5973
H 1.2774 2.2915 2.8359
H 1.0430 4.7223 2.4935
H -0.1228 5.6344 0.5179
H -1.2846 5.3530 -1.5105
H -2.4289 4.0226 -1.4250
H -0.9606 3.8747 -2.4072
H -2.7551 -1.9193 0.3216
H -3.0399 -4.3561 0.5573
H -1.1398 -5.8715 0.0795
H 1.0393 -4.9299 -0.5854
H 2.5263 -3.0440 -0.7247
H 1.9259 -1.4209 -0.3191
H 1.7709 -2.0178 -1.9556
Br 1.0920 -1.8671 2.9512
C 2.9381 -1.8258 3.2830
C 3.4412 -2.7503 4.2000
C 4.7828 -2.7142 4.5261
C 5.6196 -1.7500 3.9587
C 5.1141 -0.8317 3.0358
C 5.9482 0.1618 2.4823
C 5.4462 1.0830 1.5526
C 4.1363 0.9949 1.1409
C 3.2388 0.0239 1.6660
C 3.7421 -0.8705 2.6486
H 2.7840 -3.4755 4.6608
H 5.1790 -3.4283 5.2353
H 6.6657 -1.7081 4.2356
H 6.9877 0.2051 2.7843
H 6.0990 1.8462 1.1499
H 3.7847 1.6823 0.3810
*
```



# 6
Below is a molecular structure, C25H46CdCl2N3O6Si in a non-equilibrium geometry, with properties calculated with ωB97M-V with the def2-TZVPD basis set.

## Properties
**DFT total energy**: -2973.74916 Ha
**Frontier orbital gap**: 0.25183 Eh
**LUMO**: 2.461 eV
**E_HOMO**: -4.39 eV
**F_max**: 2.03 eV/Å
**Energy above the lowest of the compared OMol25 structures with the same formula, charge and spin**: 0.00 kcal per mole

ORCA input file:
```
! wB97M-V def2-TZVPD RIJCOSX def2/J DEFGRID3
* xyz -1 1
C -1.3195 -0.6500 -3.3607
C -0.8671 -1.9807 -2.8528
H -1.0875 -0.4936 -4.4175
H -0.8378 0.1413 -2.7667
H -2.4078 -0.5279 -3.2437
C -0.4176 -2.9981 -3.5921
C -0.2527 -2.9574 -5.0796
H -0.1542 -3.9520 -3.1195
H -0.4969 -1.9667 -5.4941
H -0.9021 -3.6976 -5.5774
H 0.7809 -3.2075 -5.3760
Cd 0.0880 0.5219 0.5035
Cl 0.2915 2.2626 -1.2759
C 0.0330 -2.3059 2.4572
O 0.9058 -1.5022 2.0988
N 0.2586 -3.3989 3.2259
C 1.5736 -3.6761 3.7837
C -0.7893 -4.3614 3.5307
H -1.0347 -2.1955 2.1788
H 2.2440 -2.8351 3.5847
H 1.9851 -4.6015 3.3505
H 1.4748 -3.8416 4.8664
H -1.7267 -4.0478 3.0541
H -0.9226 -4.4195 4.6234
H -0.5039 -5.3572 3.1542
H 1.0147 3.1679 5.6953
H -1.0611 4.4738 4.9580
C 1.3849 3.2289 4.6614
C -0.6324 4.4933 3.9455
N 0.2566 3.3584 3.7419
H 1.9378 2.3263 4.4017
C 0.0990 2.5611 2.6764
O 0.8869 1.6423 2.3646
H -1.4450 4.4441 3.2139
H -0.8057 2.7845 2.0743
H 2.0418 4.1099 4.5909
H -0.0978 5.4473 3.8127
H 1.7889 -0.2732 -3.0753
H 2.5257 -2.6930 -2.6879
C 2.6393 0.0889 -2.4779
C 3.4279 -2.2350 -2.2487
N 3.0852 -0.9800 -1.6052
H 2.3240 0.9597 -1.8948
C 3.0492 -0.8825 -0.2542
O 2.5051 0.0400 0.3708
H 3.8643 -2.9169 -1.5106
H 3.5874 -1.7131 0.2530
H 3.4640 0.3463 -3.1600
H 4.1527 -2.0419 -3.0520
O 0.2029 -1.3102 -0.9223
C -0.8342 -2.0590 -1.3258
C 0.4305 -4.0980 -0.3661
C -0.7705 -3.4678 -0.7032
H 1.3771 -3.5643 -0.5080
C 0.4048 -5.4002 0.1505
H -1.7933 -1.5986 -0.9982
C -1.9815 -4.1153 -0.4897
H 1.3354 -5.9038 0.4235
C -0.8148 -6.0700 0.3179
C -2.0121 -5.4217 -0.0031
H -2.9097 -3.5908 -0.7400
H -0.8441 -7.0922 0.7103
H -2.9706 -5.9250 0.1310
Si -0.1294 6.3187 -2.4815
Cl -0.3801 5.0011 -4.1095
C 1.7186 6.3344 -2.1787
C -1.2901 5.5108 -1.2630
C -0.6417 8.1276 -2.7155
H 2.0980 5.3020 -2.1912
H 1.9761 6.7880 -1.2100
H 2.2321 6.9074 -2.9693
H -0.0228 8.6655 -3.4516
H -0.5417 8.6848 -1.7654
H -1.6931 8.2338 -3.0239
H -1.0546 4.4338 -1.1811
H -2.3214 5.6114 -1.6405
H -1.2339 5.9585 -0.2613
C -3.9893 0.0079 2.3559
C -2.5006 0.0108 2.1584
O -1.7129 -0.1132 3.1316
O -2.1529 0.1381 0.9147
H -4.2487 -0.0033 3.4099
H -4.4155 -0.8776 1.8719
H -4.4246 0.8879 1.8737
*
```



# 7
Below is a molecular structure, C10H12HgN8O, with properties calculated with ωB97M-V with the def2-TZVPD basis set.

## Properties
**DFT total energy**: -1054.79046 Ha
**Frontier orbital gap (alpha / beta)**: 0.29156 / 0.29522 Eh
**LUMO (alpha / beta)**: -2.849 / -4.417 eV
**E_HOMO (alpha / beta)**: -10.78 / -12.45 eV
**F_max**: 0.14 eV/Å

ORCA input file:
```
! wB97M-V def2-TZVPD RIJCOSX def2/J DEFGRID3
* xyz 1 2
Hg 0.3961 -2.0788 -0.5307
N 4.4511 -0.1197 -2.1058
C 3.2645 -0.5849 -2.5075
N 2.4852 -0.7518 -1.4601
C 3.2754 -0.3664 -0.4175
N 4.4765 0.0294 -0.7728
C 2.8320 -0.3894 0.9839
C 3.6139 0.1301 2.0115
N 3.2105 0.1015 3.2736
C 2.0238 -0.4404 3.5213
C 1.2291 -0.9594 2.5082
N 1.6435 -0.9291 1.2460
H 5.2646 0.1054 -2.6558
H 3.0162 -0.7872 -3.5360
H 4.5782 0.5719 1.7962
H 1.6922 -0.4661 4.5513
H 0.2578 -1.3981 2.6961
C -4.5986 1.5528 -0.8243
N -3.4748 0.7232 -0.4387
C -3.4002 -0.0613 0.7808
C -2.0682 -0.7712 0.5884
O -1.5353 -1.5273 1.3797
N -1.5471 -0.4288 -0.6285
C -2.4019 0.4363 -1.1855
N -2.1969 0.9679 -2.3890
H -5.1488 1.8302 0.0711
H -5.2761 1.0307 -1.5026
H -4.2527 2.4763 -1.2895
H -4.2134 -0.7848 0.8629
H -3.3865 0.5645 1.6739
H -1.3595 0.7249 -2.8867
H -2.8508 1.5994 -2.8139
*
```



# 8
Below is a molecular structure, C24H26N8P2RuS2 in a non-equilibrium geometry, with properties calculated with ωB97M-V with the def2-TZVPD basis set.

## Properties
**DFT total energy**: -2941.76421 Ha
**Frontier orbital gap (alpha / beta)**: 0.15592 / 0.20931 Eh
**LUMO (alpha / beta)**: -3.036 / -5.108 eV
**E_HOMO (alpha / beta)**: -7.28 / -10.80 eV
**F_max**: 5.31 eV/Å

ORCA input file:
```
! wB97M-V def2-TZVPD RIJCOSX def2/J DEFGRID3
* xyz 1 6
Ru 11.2665 14.4344 10.7016
C 13.1191 15.4260 15.8660
N 12.2609 14.7657 14.8943
C 11.5006 13.6711 15.0648
C 10.8412 13.3906 13.9007
N 11.1981 14.3194 12.9240
C 12.0784 15.1688 13.5768
P 12.6228 16.7857 12.9758
C 11.2225 17.2916 11.8858
N 10.6743 16.4962 10.9179
C 9.5742 17.2095 10.3778
C 9.4486 18.3539 11.0526
N 10.4370 18.4003 12.0414
C 10.3559 19.4758 13.0940
C 13.5464 16.2309 11.4877
N 13.1715 15.2687 10.6296
C 14.3129 15.0040 9.8371
C 15.2706 15.9031 10.1281
N 14.8476 16.6790 11.2199
C 15.5135 17.7469 11.9416
H 12.9758 15.0145 16.9099
H 14.1710 15.3625 15.6333
H 12.8406 16.4985 15.8482
H 11.5318 13.1422 16.0126
H 10.0421 12.6779 13.7768
H 8.8906 16.8736 9.6212
H 8.6680 19.1070 11.0543
H 10.2869 20.4301 12.5522
H 9.4147 19.3568 13.6349
H 11.2033 19.4960 13.7817
H 14.3788 14.1669 9.1497
H 16.2084 16.0337 9.5692
H 16.2373 18.2695 11.3355
H 14.7688 18.5211 12.2116
H 15.9910 17.3446 12.8242
S 10.9616 14.3807 8.2325
C 9.2791 14.5660 8.0306
C 8.8392 14.8458 6.7439
N 8.4392 15.1348 5.6922
C 8.3875 14.3040 9.0899
S 8.9515 13.9257 10.6652
C 6.9913 14.3106 9.0311
N 5.8150 14.2261 9.0253
C 13.1811 11.8268 11.6116
P 11.9588 12.2924 10.3336
C 12.3559 11.5822 8.6952
C 10.6478 11.0980 10.7111
C 9.6027 10.8091 9.7895
C 8.3936 10.2248 10.1657
C 8.2516 9.7567 11.4551
C 9.3553 9.7392 12.2631
C 10.5472 10.4075 11.8980
H 12.6852 12.0209 12.5972
H 14.0840 12.4597 11.5503
H 13.4354 10.7800 11.5887
H 12.5846 10.5055 8.8334
H 13.1530 12.0685 8.1755
H 11.4702 11.5299 8.0298
H 9.6752 11.3254 8.8297
H 7.6592 9.9529 9.4209
H 7.3066 9.5234 11.8090
H 9.2605 9.2514 13.2277
H 11.3379 10.4782 12.6163
*
```